--- one ---
The following is a quantum chemistry calculation of a 2-piece molecular cluster, C3H6N2O4 overall, from the OMol25 dataset.

Each line ends with the Löwdin charge.
Atoms and positions in Å:
C 4.0027 1.2009 0.2339  -0.4705
C -1.4450 1.0719 -0.3582  -0.0084
C -1.1412 -0.3365 0.0319  -0.3380
N 0.1199 -0.6297 0.0541  -0.2828
N -2.2833 -1.1414 0.1503  0.0939
O 3.9206 2.2448 -0.1831  0.2335
O 4.1553 0.1414 0.6616  0.1960
O 1.0682 0.2056 0.0337  -0.0796
O 0.4185 -2.0336 0.2414  -0.0093
H -2.3023 1.0200 -0.9587  0.0575
H -1.5899 1.6760 0.5524  0.1063
H -0.6903 1.5866 -0.8964  0.0704
H -3.2181 -0.7161 -0.1083  0.1172
H 1.3121 -2.2942 -0.2595  0.1771
H -2.3272 -1.9959 0.8049  0.1367

Output
E_LUMO ... 0.0232 hartree
Multiplicity ... 1



--- two ---
The following is a quantum chemistry calculation of one molecule with the formula C3H6N2O4, from the OMol25 dataset.

Each line ends with the Löwdin charge.
Atoms and positions in Å:
O 0.7577 -2.2991 -1.3349  0.0188
C 0.2476 -1.2862 -0.7814  -0.4514
C 1.0772 -0.5029 0.0249  0.0148
C 0.7621 0.7167 0.5735  -0.4346
O 1.5475 1.1698 1.5472  0.0580
N -0.4447 1.3369 0.3412  0.0419
O -0.0338 2.7680 0.3126  -0.0591
N -1.1691 -1.1819 -0.6885  -0.0898
O -1.7672 -2.1779 -1.2576  -0.0378
H 2.0157 -1.0871 0.3135  0.1631
H 0.9522 2.0298 1.9406  0.2235
H -0.5858 1.2516 -0.7209  0.1713
H -0.8331 3.1642 0.6490  0.0904
H -1.5173 -1.0635 0.3173  0.1793
H -1.0090 -2.8382 -1.2365  0.1119

Output
E_LUMO ... -0.0015 hartree
Multiplicity ... 1
SMILES ... O=C(/C=C(/O)NO)NO



--- three ---
The following is a quantum chemistry calculation of one molecule with the formula C3H6N2O4, from the OMol25 dataset.

Each line ends with the Löwdin charge.
Atoms and positions in Å:
N 1.1690 -1.5794 0.3433  0.1787
C 1.0841 -0.3444 0.8634  -0.3778
O 1.8122 0.3335 1.5289  0.0772
C -0.3549 0.4937 -0.0373  -0.4462
N -0.1000 0.5947 -1.3859  0.1150
O -0.3185 1.7817 0.5562  -0.0445
C -1.5290 -0.3664 0.3397  -0.5041
O -1.6979 -1.4417 -0.1257  0.1271
O -2.0732 0.0566 1.4938  0.1091
H 0.4132 -2.0186 -0.1358  0.0833
H 1.9629 -2.1723 0.5575  0.1216
H 0.4915 1.2618 -1.9143  0.1330
H -0.3228 -0.3716 -1.6574  0.0983
H 0.6658 1.8803 0.9246  0.1568
H -1.9034 1.0862 1.5426  0.1728

Output
E_LUMO ... 0.0192 hartree
Multiplicity ... 1
SMILES ... NC(=O)[C@](N)(O)C(=O)O



Least stable of them? two.



--- one ---
The following is a quantum chemistry calculation of a 2-piece molecular cluster, C12H17N overall, from the OMol25 dataset.

Each line ends with the Löwdin spin population.
Atoms and positions in Å:
C 1.1474 0.3305 -2.6329  0.0306
C 1.5797 0.8933 1.0093  -0.0090
C 1.5512 -0.0368 -0.1431  0.0050
C 1.2604 0.8259 -1.2655  0.1631
C 1.1398 2.1351 -0.9095  0.0351
C 1.7523 0.5002 2.3404  0.1880
C 2.0938 -0.8700 2.5388  0.0392
C 2.2728 -1.7165 1.4877  0.0885
C 1.9045 -1.3529 0.1829  0.1330
N 1.0897 2.0900 0.5836  0.2813
H 1.3743 1.1479 3.1390  0.0062
H 2.3970 -1.3002 3.5123  -0.0007
H 0.6457 2.7675 1.1376  0.0065
H 2.7207 -2.7616 1.6832  0.0013
H 0.8751 3.0248 -1.4242  -0.0022
H 2.1207 -1.9949 -0.6920  0.0046
H 2.0474 0.5522 -3.2398  0.0143
H 0.2887 0.8202 -3.1095  0.0071
H 1.0667 -0.7152 -2.7037  0.0005
C -2.4256 -0.8081 -0.6051  0.0001
C -3.4249 -1.2095 0.4202  0.0003
C -2.0110 0.7178 -0.3406  0.0049
H -1.5521 -1.5012 -0.6839  0.0000
H -2.9549 -0.7980 -1.5663  0.0000
H -3.2051 -1.5158 1.4316  0.0000
H -2.7367 1.3699 -0.5180  0.0003
H -1.8304 0.8551 0.6496  0.0008
H -3.9126 -2.0459 -0.0414  0.0000
H -4.2331 -0.4181 0.5179  0.0000
H -1.0416 1.0145 -0.7585  0.0014

Output
Charge ... +1
E_LUMO (spin up / spin down) ... -0.1468 / -0.2706 hartree
Multiplicity ... 2
Expectation value of S² ... 0.78



--- two ---
The following is a quantum chemistry calculation of a 2-piece molecular cluster, C12H17N overall, from the OMol25 dataset.

Each line ends with the Löwdin spin population.
Atoms and positions in Å:
C 2.6012 -0.6450 2.5285  0.0003
C 2.2656 -1.3375 1.0779  0.0002
H 1.7135 -0.2208 2.8907  0.0001
H 2.8930 -1.4563 3.2790  0.0000
H 3.3316 0.0703 2.1587  0.0000
H 2.8723 -2.0679 0.9064  0.0000
H 1.2277 -1.5086 0.8119  0.0000
H 2.6676 -0.5701 0.3648  0.0000
C -1.6406 -0.6595 1.3087  0.0261
C -2.9725 -0.7786 0.6146  0.0370
C -1.0716 0.4761 0.5051  0.2325
C -0.9166 1.7377 0.9502  0.1209
C -0.4803 0.2735 -0.8692  0.0059
C 0.0807 1.5815 -1.1010  -0.0094
C -0.5875 -0.6656 -1.8320  0.1055
C 0.7880 1.6880 -2.2618  0.1130
C 0.0076 -0.4373 -3.1115  0.0512
C 0.7817 0.6753 -3.2709  0.0375
N -0.2130 2.4189 -0.0491  0.2487
H -1.8002 -0.2867 2.3532  0.0000
H -1.1638 -1.6195 1.5609  0.0035
H -3.6689 0.0462 0.5672  0.0028
H -1.2646 2.0980 1.9464  0.0018
H -0.1383 3.4257 -0.0206  0.0043
H -1.1747 -1.6930 -1.6724  0.0021
H 1.4517 2.4910 -2.6329  0.0045
H -0.1983 -1.2643 -3.8511  0.0010
H 1.4051 0.7780 -4.1080  0.0003
H -3.7447 -1.2507 1.2930  0.0094
H -3.0517 -1.2989 -0.3367  0.0010

Output
Charge ... +1
E_LUMO (spin up / spin down) ... -0.1272 / -0.2599 hartree
Multiplicity ... 2
Expectation value of S² ... 0.77



Least stable of them? two.